(1)
C20H13N7OV | wB97M-V/def2-TZVPD

Properties
HOMO level (spin up / spin down): -7.501 / -7.545 eV
Charge: 0
Spin multiplicity: 2
E: -2172.309298 hartree
<S²>: 0.78
HOMO-LUMO gap (spin up / spin down): 5.9 / 6.0 eV

```
42
C20H13N7OV wB97M-V/def2-TZVPD
V -0.22050 -0.10760 -0.07260
C -3.74270 3.72870 1.02740
C -2.62130 3.87480 1.82920
C -1.43830 3.22480 1.51870
C -1.38070 2.41080 0.38900
C -2.51800 2.24970 -0.41100
C -3.68680 2.91520 -0.09500
N -0.22800 1.73160 -0.02270
C 0.74510 2.39640 -0.69430
C 0.89520 3.78120 -0.83190
C 1.88970 4.27430 -1.65230
C 2.72300 3.42500 -2.37300
C 2.59500 2.04940 -2.25140
C 1.63660 1.53850 -1.39280
N 1.39630 0.20430 -1.09810
N 0.51690 -0.44340 -1.81510
C 0.25280 -1.70040 -1.29850
C 1.22050 -2.62890 -0.88170
C 0.77560 -3.81670 -0.34360
C -0.60010 -4.03760 -0.22410
C -1.47720 -3.03640 -0.59110
N -1.06820 -1.87680 -1.10950
H -4.65780 4.24980 1.27070
H -2.66960 4.49630 2.71100
H -0.56790 3.31810 2.15420
H -2.45400 1.61720 -1.29770
H -4.55370 2.79940 -0.72920
H 0.23810 4.44250 -0.28780
H 2.00940 5.34270 -1.74450
H 3.47230 3.84070 -3.02780
H 3.23160 1.37780 -2.80700
H 2.27220 -2.39380 -1.00100
H 1.47860 -4.56860 -0.01400
H -0.97760 -4.96950 0.16800
H -2.55010 -3.15210 -0.48020
O -0.49670 -0.48100 1.47910
N -0.36300 -1.17350 2.54050
C -0.01170 -0.60780 3.68930
C 0.17130 0.77590 3.85600
N 0.27650 1.91960 3.94660
C 0.25840 -1.43920 4.78730
N 0.53580 -2.09950 5.68680
```

natural (NBO) population analysis, charges in e, atoms 1 to 4: 1.120 -0.222 -0.197 -0.254

---

(2)
C20H14AuF6NO4PS2 | wB97M-V/def2-TZVPD

Properties
HOMO level (spin up / spin down): -12.687 / -12.685 eV
Charge: +1
Spin multiplicity: 1
E: -2998.529225 hartree
Energy above the lowest of the compared OMol25 structures with the same formula, charge and spin: 18.10 kcal/mol
HOMO-LUMO gap (spin up / spin down): 6.2 / 6.2 eV

```
49
C20H14AuF6NO4PS2 wB97M-V/def2-TZVPD
Au -1.50692 1.00578 -1.33634
F -3.27129 3.70701 1.97380
C -2.26060 4.22264 1.28725
F -2.61336 4.32717 0.00157
F -1.95573 5.41666 1.75750
S -0.81354 3.09160 1.42518
O -1.32227 1.81539 0.95149
O -0.38212 3.14118 2.78031
N 0.27072 3.70809 0.47099
S 0.32263 3.78528 -1.07976
O -0.60168 2.86845 -1.79310
O 0.37032 5.09995 -1.60254
C 1.96037 3.02128 -1.42307
F 1.99215 1.77260 -0.92457
F 2.92825 3.72449 -0.87555
F 2.13327 2.94836 -2.73273
C 3.03687 -3.42926 -2.61890
C 2.06319 -2.71253 -3.30659
C 1.18827 -1.90244 -2.60978
C 1.29104 -1.82041 -1.21713
C 2.28010 -2.52574 -0.52417
C 3.14180 -3.34154 -1.23672
P 0.09861 -0.86707 -0.33320
C 0.53862 -0.42990 1.29502
C -0.41116 -0.54608 2.32041
C -0.07243 -0.15210 3.59736
C 1.18067 0.39838 3.84336
C 2.11682 0.54114 2.82304
C 1.80084 0.13675 1.54366
C -1.48206 -1.64863 -0.45152
C -1.84847 -2.96085 -0.16108
C -3.16565 -3.32101 -0.38135
C -4.06995 -2.39106 -0.90260
C -3.68555 -1.09272 -1.21697
C -2.36672 -0.73805 -0.97842
H 3.72287 -4.06102 -3.16713
H 1.99256 -2.78341 -4.38290
H 0.42831 -1.33903 -3.13815
H 2.35762 -2.45869 0.55259
H 3.89646 -3.90986 -0.71103
H -1.39571 -0.94156 2.11050
H -0.78892 -0.25260 4.40012
H 1.42528 0.73783 4.84099
H 3.08226 0.98189 3.02783
H 2.51697 0.25780 0.74236
H -1.12770 -3.67671 0.21550
H -3.49676 -4.32558 -0.15758
H -5.09687 -2.68864 -1.07069
H -4.40140 -0.39325 -1.62727
```

natural (NBO) population analysis, charges in e, atoms 1 to 4: 0.974 -0.296 0.728 -0.317